# 1
Below is a 3-piece molecular cluster, C24H44ClNO8 overall in a non-equilibrium geometry, with properties calculated with ωB97M-V with the def2-TZVPD basis set.

Cartesian coordinates (Å):
C: 4.033 -4.277 -0.881
C: 5.579 -3.834 -1.234
C: 6.456 -3.309 0.045
Cl: 6.031 -4.474 1.473
N: 6.124 -1.920 0.535
C: 6.099 -0.887 -0.568
O: 7.249 -0.188 -0.773
O: 4.979 -0.591 -1.475
C: 3.713 -0.383 -0.755
C: 2.484 -0.456 -1.882
C: 1.186 -1.240 -1.249
C: 0.798 -1.259 0.372
C: -0.494 -2.100 0.938
C: -1.453 -2.963 -0.083
C: -1.084 -2.899 -1.686
C: 0.204 -2.067 -2.313
H: 3.501 -4.485 -1.929
H: 3.982 -5.317 -0.306
H: 3.393 -3.451 -0.354
H: 6.117 -4.828 -1.619
H: 5.550 -3.113 -2.155
H: 7.610 -3.481 -0.143
H: 5.282 -1.888 1.150
H: 3.556 -1.299 -0.044
H: 3.637 0.622 -0.160
H: 2.906 -1.141 -2.762
H: 2.229 0.588 -2.345
H: 1.544 -0.634 1.062
H: -0.678 -2.075 2.102
H: -2.357 -3.586 0.339
H: -1.787 -3.494 -2.421
H: 0.373 -2.087 -3.474
C: -2.635 4.891 -4.938
O: -1.546 5.156 -4.062
C: -1.355 4.160 -3.063
C: 0.111 3.720 -2.976
O: 0.631 3.044 -4.127
C: 0.769 3.813 -5.329
C: 1.781 4.967 -5.273
O: 1.330 6.011 -4.415
C: 2.330 6.492 -3.531
H: -3.550 5.331 -4.531
H: -2.414 5.360 -5.899
H: -2.777 3.816 -5.110
H: -1.986 3.282 -3.239
H: -1.649 4.600 -2.106
H: 0.185 2.997 -2.155
H: 0.763 4.546 -2.690
H: -0.204 4.151 -5.682
H: 1.125 3.103 -6.085
H: 1.887 5.395 -6.273
H: 2.756 4.578 -4.962
H: 2.991 5.698 -3.178
H: 1.827 6.921 -2.658
H: 2.911 7.283 -4.024
C: -1.626 -0.699 4.913
O: -2.686 -1.611 4.657
C: -2.765 -2.680 5.593
C: -4.194 -2.871 6.115
O: -4.724 -1.794 6.897
C: -4.969 -0.554 6.220
C: -6.048 -0.589 5.129
O: -5.625 -1.354 4.003
C: -6.610 -2.256 3.526
H: -0.723 -1.030 4.392
H: -1.922 0.278 4.524
H: -1.423 -0.589 5.987
H: -2.088 -2.529 6.441
H: -2.455 -3.591 5.073
H: -4.183 -3.739 6.785
H: -4.883 -3.138 5.313
H: -4.036 -0.131 5.848
H: -5.314 0.135 6.999
H: -6.229 0.430 4.776
H: -6.981 -0.974 5.554
H: -7.202 -2.692 4.334
H: -6.094 -3.073 3.011
H: -7.263 -1.744 2.807

Net charge: 0
DFT total energy: -2057.16363 Ha
Molar mass: 510.1 g mol⁻¹
LUMO energy: 0.069 eV

# 2
Below is CH2N2O2S as an isolated structure in a non-equilibrium geometry, with properties calculated with ωB97M-V with the def2-TZVPD basis set.

Cartesian coordinates (Å):
C: 0.351 -0.312 1.291
N: 0.305 0.998 1.346
N: 0.007 -0.510 -0.512
O: -0.357 0.490 -1.159
O: -0.059 -1.717 -1.068
S: -0.829 -2.089 -2.585
H: 0.196 1.632 0.444
H: 0.386 1.508 2.242

ΔE to the lowest compared entry with this formula, charge and spin: 211.42 kcal/mol
Net charge: 0
DFT total energy: -697.21404 Ha
Molar mass: 106.1 g mol⁻¹
LUMO energy (spin up / spin down): -0.811 / -1.563 eV